The following is a quantum chemistry calculation of a cluster of 6 separate species, C49H73BF18N3O14 in total at a distorted geometry, from the Open Molecules 2025 dataset.

## Properties
Gap between HOMO and LUMO ... 0.2419 hartree
Net charge ... +1
E_tot ... -134695.43448 eV
HOMO energy ... -10.637 eV

```
158
C49H73BF18N3O14 ωB97M-V/def2-TZVPD
C 2.845 3.082 3.273
C 3.717 1.681 3.531
C 3.206 0.609 2.389
C 3.588 -0.949 2.721
C 3.998 -1.839 1.370
C 2.816 -1.759 0.188
N 1.523 -2.088 0.876
C 0.438 -2.694 0.021
B -0.263 -1.546 -0.900
O -0.237 -1.402 -2.366
O -0.998 -0.459 -0.159
C -2.243 -0.113 -0.874
C -3.358 0.231 0.324
C 1.080 -3.987 -0.827
C -0.086 -4.704 -1.726
C -1.484 -5.033 -0.944
C -1.671 -5.555 0.594
C -3.174 -5.832 1.273
C -4.557 -5.598 0.379
C -4.389 -5.121 -1.194
C -2.889 -4.839 -1.830
N 1.716 -4.835 0.240
C 1.759 -6.303 -0.022
C 2.691 -6.806 -1.268
C 2.020 -8.231 -1.831
N 2.047 -3.358 -1.802
C 3.176 -2.603 -1.161
C 3.622 -1.446 -2.288
C 3.934 -2.061 -3.772
O 2.996 -1.464 -4.745
C 3.646 -0.444 -5.585
C 3.283 1.174 -5.582
O 4.598 -0.815 -6.485
C 4.444 -3.639 -1.026
C 5.925 -2.971 -1.186
C 7.013 -3.780 -0.206
F 7.388 -3.089 1.074
C 7.619 -5.090 -0.569
F 8.954 -5.094 -1.236
F 6.907 -6.360 -0.225
H 1.704 2.942 3.533
H 2.900 3.425 2.143
H 3.288 3.978 3.926
H 3.496 1.348 4.636
H 4.859 1.973 3.414
H 2.043 0.731 2.180
H 3.744 0.914 1.381
H 4.521 -0.964 3.444
H 2.694 -1.501 3.286
H 4.198 -2.942 1.731
H 4.983 -1.306 0.956
H 2.764 -0.598 -0.087
H 1.131 -1.164 1.235
H 1.628 -2.679 1.756
H -0.398 -3.085 0.779
H 0.211 -0.510 -2.573
H -2.028 0.865 -1.515
H -2.679 -0.998 -1.519
H -3.555 -0.759 0.960
H -2.927 1.093 1.026
H -4.344 0.571 -0.204
H 0.267 -5.706 -2.273
H -0.383 -3.988 -2.636
H -0.734 -5.723 1.274
H -3.251 -6.177 2.409
H -5.603 -5.777 0.885
H -5.377 -4.991 -1.833
H -2.833 -4.497 -2.973
H 1.202 -4.729 1.166
H 2.231 -6.807 0.954
H 0.695 -6.836 -0.125
H 3.765 -7.094 -0.876
H 2.728 -6.098 -2.195
H 1.134 -7.873 -2.546
H 1.538 -8.877 -0.983
H 2.770 -8.808 -2.525
H 2.337 -3.994 -2.572
H 4.442 -0.708 -1.872
H 2.640 -0.777 -2.410
H 3.960 -3.244 -3.816
H 5.035 -1.718 -4.076
H 2.121 1.304 -5.485
H 3.815 1.770 -4.722
H 3.598 1.685 -6.612
H 4.352 -4.463 -1.886
H 4.337 -4.241 -0.014
H 6.015 -1.846 -0.884
H 6.301 -3.112 -2.290
C 1.123 5.529 9.471
C 1.077 4.298 8.585
O 0.324 4.561 7.391
C 0.992 5.217 6.390
O 2.163 5.578 6.470
C 0.094 5.387 5.166
F -1.160 5.818 5.486
F -0.070 4.217 4.483
F 0.583 6.286 4.265
H 0.111 5.888 9.685
H 1.627 5.308 10.416
H 1.654 6.351 8.980
H 0.563 3.488 9.113
H 2.082 3.936 8.341
C -10.914 -4.596 1.675
C -10.136 -3.943 0.548
O -9.219 -2.966 1.066
C -8.035 -3.452 1.559
O -7.739 -4.644 1.577
C -7.138 -2.309 2.027
F -7.808 -1.383 2.773
F -6.587 -1.627 0.982
F -6.095 -2.730 2.798
H -11.411 -3.838 2.289
H -11.668 -5.281 1.279
H -10.251 -5.158 2.340
H -10.827 -3.410 -0.112
H -9.611 -4.684 -0.065
C -4.756 3.754 -0.560
C -6.040 3.158 -0.012
O -7.017 4.184 0.218
C -7.720 4.605 -0.882
O -7.552 4.158 -2.013
C -8.756 5.656 -0.489
F -8.251 6.608 0.349
F -9.823 5.108 0.160
F -9.266 6.329 -1.559
H -4.387 4.545 0.101
H -3.985 2.987 -0.661
H -4.920 4.211 -1.541
H -5.839 2.687 0.956
H -6.439 2.379 -0.672
C 7.321 -0.989 -6.531
C 8.099 -0.336 -7.659
O 9.016 0.640 -7.141
C 10.200 0.154 -6.648
O 10.495 -1.037 -6.630
C 11.097 1.298 -6.180
F 10.427 2.224 -5.434
F 11.648 1.980 -7.225
F 12.140 0.877 -5.409
H 6.824 -0.232 -5.918
H 6.567 -1.675 -6.928
H 7.984 -1.552 -5.867
H 7.407 0.197 -8.319
H 8.624 -1.078 -8.272
C -7.079 9.294 2.035
C -6.301 9.947 0.908
O -5.384 10.924 1.426
C -4.200 10.438 1.918
O -3.905 9.246 1.937
C -3.303 11.581 2.387
F -3.973 12.507 3.133
F -2.752 12.263 1.342
F -2.260 11.160 3.158
H -7.576 10.052 2.649
H -7.833 8.608 1.639
H -6.416 8.732 2.700
H -6.993 10.480 0.247
H -5.776 9.206 0.295
```